1.
113
Properties=species:S:1:pos:R:3:lowdin_charge:R:1 method="wB97M-V/def2-TZVPD" de_lowest_kj_mol=0.00 smiles=FC(F)C(F)(F)COC(F)(F)C(F)F.FC(F)C(F)(F)COC(F)(F)C(F)F.FC(F)C(F)(F)COC(F)(F)C(F)F.FC(F)C(F)(F)COC(F)(F)C(F)F.FC(F)C(F)(F)COC(F)(F)C(F)F.FC(F)C(F)(F)COC(F)(F)C(F)F.ClCCl gap_ev=11.41 homo_energy_ev=-10.9594 energy_ev=-200339.5068
Cl -0.710 5.193 9.418 0.62
Cl 1.193 3.427 8.111 0.57
F 6.847 0.090 9.544 0.11
F -4.062 4.994 2.953 0.11
F 5.173 3.235 15.649 0.08
F -0.826 -0.513 6.876 0.15
F 1.211 7.475 10.907 0.14
F -4.990 6.968 12.093 0.09
F -0.988 6.830 6.655 0.09
F 3.898 7.486 11.841 0.11
F 0.180 8.531 5.932 0.11
F -1.552 3.716 6.028 0.08
F -2.940 7.606 2.244 0.15
F -2.305 7.159 10.556 0.04
F -1.031 6.568 1.979 0.13
F 4.574 4.646 12.577 0.10
F 5.549 0.318 11.925 0.17
F -0.865 12.942 13.271 0.09
F 3.766 2.928 17.351 0.10
F -0.198 12.697 11.132 0.10
F 2.996 5.504 17.279 0.13
F -0.903 10.268 13.601 0.12
F 4.350 5.881 15.589 0.13
F -5.622 8.427 10.535 0.08
F -2.874 11.963 8.803 0.11
F -2.127 9.715 7.205 0.15
F -1.103 -1.281 4.132 0.11
F -3.248 5.297 0.900 0.09
F 2.331 9.222 10.239 0.16
F 1.610 6.203 6.203 0.08
F 1.205 4.570 12.736 0.14
F 4.389 4.980 9.812 0.09
F 0.002 3.900 14.419 0.15
F 0.171 1.323 6.197 0.11
F 4.042 2.794 11.531 0.13
F 6.416 5.291 10.584 0.10
F 1.036 -0.895 4.705 0.12
F -2.290 10.917 12.027 0.13
F -4.839 3.392 7.224 0.10
F -4.213 9.395 6.752 0.14
F -3.317 3.171 4.806 0.12
F -0.721 6.780 14.769 0.11
F -3.629 12.152 6.746 0.11
F -1.395 5.758 12.914 0.08
F -3.689 5.210 6.678 0.10
F 7.433 0.482 13.001 0.17
F 7.756 -1.259 11.018 0.12
F -3.949 5.899 9.898 0.10
F 1.316 6.555 4.022 0.10
F 2.431 7.767 13.424 0.10
O 1.596 5.394 14.799 0.04
O -2.004 6.540 3.977 0.02
O 0.920 9.378 11.995 0.02
O -1.905 0.902 5.498 0.03
O -3.548 9.312 8.881 0.02
O 6.860 2.073 11.532 0.02
C 6.820 0.726 11.843 -0.56
C -3.697 11.428 7.882 -0.29
C 5.052 3.675 11.741 -0.43
C -3.378 9.952 7.663 -0.52
C -2.236 6.512 2.612 -0.52
C 1.008 4.755 9.263 -0.99
C -0.203 -0.390 4.592 -0.31
C -0.681 0.347 5.836 -0.53
C -2.775 3.101 6.055 -0.42
C -2.585 1.648 6.497 -0.04
C -1.349 7.701 4.488 -0.04
C 7.545 0.020 10.694 -0.31
C -0.318 6.154 13.643 -0.28
C -4.540 7.833 11.139 -0.26
C 6.212 2.963 12.429 -0.05
C -3.602 3.917 7.039 -0.32
C -0.310 9.776 11.399 -0.02
C 4.486 3.840 16.658 -0.30
C 0.637 4.974 13.897 -0.51
C -0.981 10.780 12.339 -0.44
C -2.954 5.219 2.227 -0.29
C 0.711 6.282 5.197 -0.30
C 3.558 4.954 16.175 -0.45
C -0.269 12.132 12.356 -0.30
C 2.497 4.396 15.232 -0.06
C -3.584 7.200 10.109 -0.43
C 2.954 8.327 12.301 -0.27
C 1.810 8.611 11.322 -0.56
C -0.352 7.328 5.568 -0.43
C -3.685 7.897 8.761 -0.06
C 5.436 4.372 10.427 -0.29
H -0.186 0.419 3.844 0.17
H -2.130 8.340 4.901 0.14
H -4.620 7.665 8.255 0.15
H -4.054 8.648 11.700 0.17
H -4.719 11.487 8.270 0.18
H -2.871 7.511 8.142 0.13
H 3.437 9.273 12.559 0.18
H 1.367 4.423 10.231 0.01
H -3.550 1.155 6.610 0.15
H 5.265 4.270 17.295 0.17
H 5.843 2.397 13.283 0.14
H -0.174 10.214 10.409 0.15
H 3.043 4.046 14.352 0.13
H -3.077 3.892 7.999 0.14
H 0.235 5.304 5.106 0.16
H 1.605 5.590 8.911 0.02
H 6.895 3.749 12.752 0.15
H -2.282 4.362 2.351 0.17
H -0.872 8.263 3.686 0.15
H 0.157 6.937 13.047 0.14
H 2.042 3.527 15.703 0.15
H -0.909 8.866 11.357 0.13
H 0.754 11.983 12.724 0.17
H 5.783 3.588 9.742 0.17
H -2.024 1.633 7.432 0.15
H 8.464 0.570 10.483 0.17

---

2.
14
Properties=species:S:1:pos:R:3:lowdin_charge:R:1 method="wB97M-V/def2-TZVPD" de_lowest_kj_mol=712.30 gap_ev=5.43 homo_energy_ev=-7.1535 energy_ev=-7354.8728
O -0.573 1.591 -0.919 0.00
C -1.043 -1.081 1.854 -0.09
C 1.051 0.696 -2.345 0.12
C -0.033 -0.167 1.163 -0.32
C 0.359 -0.452 -0.175 -0.01
C 0.334 0.496 -1.201 -0.34
H 2.065 0.374 -2.445 0.06
H -2.041 -0.647 1.881 0.03
H -0.797 -1.604 2.760 0.00
H 0.592 1.331 -3.084 0.07
H -1.187 1.233 -0.263 0.08
H 0.520 -1.508 -0.370 0.12
H 0.271 0.847 1.477 0.12
H 0.483 -1.109 1.668 0.16

---

3.
36
Properties=species:S:1:pos:R:3:lowdin_charge:R:1 method="wB97M-V/def2-TZVPD" de_lowest_kj_mol=97.05 smiles=Oc1ccc(CN2CCCCC2)c2cccnc12 gap_ev=8.20 homo_energy_ev=-7.9755 energy_ev=-20875.1689
O -4.076 -2.575 -0.277 0.07
N -4.495 0.047 -0.296 0.11
N 1.624 0.514 0.292 -0.18
C -1.779 -2.250 0.265 0.01
C 3.900 -0.114 0.808 -0.19
C -3.235 -0.359 -0.036 -0.16
C -0.724 -1.365 0.517 -0.03
C -2.493 1.906 0.219 0.00
C -2.158 0.533 0.221 -0.10
C 3.180 0.243 -1.548 -0.19
C 1.733 0.082 -1.084 -0.20
C -4.753 1.325 -0.302 -0.13
C -3.029 -1.764 -0.021 -0.26
C 2.428 -0.288 1.185 -0.21
C -3.779 2.301 -0.042 -0.05
C 0.310 0.933 0.718 -0.14
C 4.111 -0.553 -0.638 -0.21
C -0.866 0.001 0.483 -0.15
H -4.051 3.345 -0.044 0.10
H 0.236 -1.796 0.749 0.10
H 2.189 -1.365 1.140 0.11
H -1.616 -3.315 0.296 0.12
H 4.170 0.937 0.912 0.11
H 3.274 -0.094 -2.582 0.11
H 3.449 1.299 -1.503 0.11
H 5.151 -0.399 -0.933 0.11
H 1.424 -0.969 -1.220 0.12
H 4.525 -0.702 1.482 0.11
H 0.369 1.168 1.788 0.13
H -1.743 2.651 0.433 0.11
H 3.889 -1.619 -0.732 0.11
H -4.838 -1.990 -0.435 0.10
H -5.777 1.604 -0.516 0.11
H 0.115 1.871 0.188 0.11
H 1.073 0.705 -1.694 0.13
H 2.260 0.053 2.209 0.12

---

4.
38
Properties=species:S:1:pos:R:3:lowdin_charge:R:1 method="wB97M-V/def2-TZVPD" de_lowest_kj_mol=22.51 charge=-1 gap_ev=6.73 homo_energy_ev=-4.4183 energy_ev=-43141.5805
S -4.589 0.898 0.100 0.52
Na -0.282 0.578 0.573 0.46
O 0.175 -0.828 2.204 -0.09
O 4.170 -2.160 2.436 0.02
O 0.120 2.433 -0.548 -0.18
N -2.699 2.617 -0.671 0.09
N 2.361 -0.668 1.409 0.01
N -2.474 1.772 1.430 0.08
N 1.919 0.348 0.599 -0.03
C 3.196 -2.675 3.201 -0.29
C 1.145 3.722 -2.217 -0.05
C 2.588 -4.251 4.929 -0.11
C 1.859 -2.237 3.128 -0.08
C 3.542 -3.681 4.108 -0.04
C 1.263 -3.828 4.864 -0.12
C 2.733 0.864 -0.231 -0.09
C -3.198 1.801 0.280 -1.03
C 3.417 3.354 -2.913 -0.14
C 1.394 -1.162 2.183 -0.46
C 3.494 2.335 -1.983 -0.08
C 0.919 -2.830 3.967 -0.04
C 2.430 1.964 -1.148 -0.14
C 1.181 2.679 -1.254 -0.37
C 2.216 4.051 -3.019 -0.13
H 3.714 -1.455 1.870 0.06
H 4.267 3.603 -3.535 0.08
H -1.668 2.369 1.533 0.10
H 2.877 -5.031 5.624 0.09
H -1.680 2.778 -0.706 0.06
H -2.660 1.052 2.105 0.10
H 0.511 -4.272 5.504 0.09
H -0.100 -2.476 3.886 0.11
H 0.212 4.270 -2.299 0.10
H 4.424 1.783 -1.883 0.10
H 3.757 0.479 -0.287 0.11
H -3.179 2.574 -1.553 0.08
H 2.115 4.861 -3.734 0.09
H 4.578 -3.996 4.142 0.11